30
Properties=species:S:1:pos:R:3 method="wB97M-V/def2-TZVPD" charge=0 smiles=CCc1c[nH]c2ccccc12.CC e_lumo_ev=0.9 gap_ev=8.67 e_above_lowest_kcal_mol=14.6
H 1.24 3.34 0.85
H -2.25 0.47 -2.40
H -3.75 0.30 -0.16
H 0.80 -3.19 3.08
C -2.80 -0.12 0.13
H -0.13 -1.17 -2.52
H 2.82 3.91 0.30
C 2.25 1.97 -0.58
H 2.26 -2.11 1.38
H 1.17 -0.91 -0.52
C -0.25 -0.10 -2.74
C 0.58 -1.33 0.28
C 0.37 -2.56 2.32
N -2.77 -0.91 1.25
C -1.60 -0.15 -0.52
H 2.07 2.36 -1.58
C 2.23 3.01 0.53
C -1.52 -1.49 1.37
C -1.32 0.53 -1.84
H 3.11 1.30 -0.54
H -0.57 -0.05 -3.77
C -0.97 -2.26 2.40
H 2.78 2.59 1.38
H 1.40 1.29 -0.50
H -1.16 1.57 -1.64
H 0.75 0.30 -2.60
H -1.62 -2.60 3.19
C 1.19 -2.04 1.29
C -0.78 -1.02 0.28
H -3.53 -0.95 1.91

=====

30
Properties=species:S:1:pos:R:3 method="wB97M-V/def2-TZVPD" charge=0 smiles=Cc1c[nH]c2ccccc12.CCC e_lumo_ev=0.8 gap_ev=8.60 e_above_lowest_kcal_mol=58.7
H -2.83 1.52 0.79
H -2.67 0.10 1.78
H 0.16 -2.75 -2.97
H -4.93 -0.17 1.21
H -3.07 1.73 3.61
H 4.19 0.52 -2.07
C 1.75 -0.67 -0.96
H -3.85 2.81 2.70
H -1.47 -0.09 0.31
H -2.04 2.45 2.57
C 2.42 0.87 0.68
C 4.14 0.07 -1.14
H -5.28 1.10 2.23
H 2.48 -1.82 -2.59
H -5.12 1.42 0.45
H 0.49 1.10 1.34
C -4.76 0.83 1.30
C 0.23 -2.06 -2.12
C -0.88 -1.66 -1.27
C 1.55 -1.61 -1.97
C -3.00 2.10 2.67
H 4.91 0.44 -0.49
N 1.08 0.55 0.84
H -1.89 -2.14 -1.32
C 2.82 0.12 -0.40
H 4.37 -0.88 -1.56
C -3.21 1.04 1.64
C -0.67 -0.61 -0.40
H 2.87 1.71 1.24
C 0.64 -0.22 -0.21

=====

31
Properties=species:S:1:pos:R:3 method="wB97M-V/def2-TZVPD" charge=+1 s_squared=2.018 e_lumo_ev="-2.8 / -4.6" spin_multiplicity=3 gap_ev="7.61 / 7.97" e_above_lowest_kcal_mol=64.9
C 0.85 -2.27 1.13
C 0.72 0.58 -2.61
H 1.26 -1.87 -0.74
C 0.61 -0.01 -0.04
C 2.73 0.50 0.66
H -3.47 1.81 1.37
H -1.17 -1.26 -1.62
H 3.47 1.14 1.01
H 1.55 -3.11 1.32
C -3.02 -0.90 -0.55
N 1.36 -1.28 0.17
N 1.47 1.02 0.35
H 0.60 2.75 1.26
H 2.13 2.93 0.21
C -1.66 -0.84 -0.71
H -0.93 1.43 1.67
C -3.63 -0.08 0.34
H -4.71 -0.11 0.46
C 1.18 2.39 0.31
H 0.13 1.28 -3.01
H 0.61 2.56 -0.58
C -2.92 0.80 1.09
H -0.03 -2.85 0.59
H 0.66 -0.31 -3.13
H -3.72 -1.66 -0.96
C 2.74 -0.89 0.56
H 3.40 -1.72 0.67
C -1.48 0.81 1.05
H 1.69 0.90 -2.38
C -0.85 0.03 0.07
H 0.43 -1.77 2.06

=====

32
Properties=species:S:1:pos:R:3 method="wB97M-V/def2-TZVPD" charge=+1 smiles="N[C@](C=O)(c1ccccc1)[NH+]1CCCC1" e_lumo_ev=-3.3 gap_ev=9.65 e_above_lowest_kcal_mol=89.8
O 3.11 1.08 -0.92
C 1.11 -2.12 -0.86
H 1.61 0.82 -2.11
H 0.10 -3.75 -1.87
H -2.56 4.32 0.81
H -0.33 2.16 -1.75
H -0.21 0.88 2.48
H 0.71 -4.06 -0.17
C -1.51 3.17 -0.58
H -0.16 -0.69 -1.39
C 0.14 -3.38 -0.77
N 1.93 0.00 1.14
H -1.82 3.62 -1.43
H -1.55 -0.86 0.50
C -1.15 -2.82 -0.22
C -0.09 1.41 0.36
C -0.77 -1.48 0.49
H -1.65 -3.39 0.52
H 1.56 -1.89 -1.92
H -1.83 -2.69 -1.16
C -1.36 2.76 1.82
H 1.57 0.37 2.01
H 2.86 0.23 0.87
H -1.64 2.87 2.88
C -0.57 1.60 1.64
C 1.94 0.78 -1.10
N 0.22 -0.95 -0.53
H -0.10 -1.67 1.41
C 1.09 0.23 0.03
H 1.85 -2.25 -0.18
C -0.57 2.22 -0.73
C -1.91 3.45 0.74

=====

32
Properties=species:S:1:pos:R:3 method="wB97M-V/def2-TZVPD" charge=+1 e_lumo_ev="-3.6 / -3.6" gap_ev="7.64 / 7.64" e_above_lowest_kcal_mol=112.4
C 1.36 1.37 -1.17
C -2.14 0.44 -0.44
N -0.41 0.47 2.00
H 3.52 0.46 -0.19
H -3.73 1.08 -1.65
N 1.01 2.02 1.16
C -1.50 -1.32 -2.52
H 0.30 -1.85 -1.34
H -0.80 -2.28 2.31
C 0.11 -2.50 1.85
C -2.82 0.48 -1.61
H -1.13 -2.06 -3.25
O 0.69 -1.42 1.17
C 0.10 1.66 1.95
H -1.28 0.46 2.52
C 2.80 0.33 0.62
H 1.49 0.66 -1.95
H -2.42 1.12 0.24
H 2.06 2.12 -1.48
H -0.26 2.23 2.80
H -3.15 -0.22 -3.53
H 3.41 0.54 1.52
C -0.99 -0.40 -0.33
C -0.14 -0.40 0.81
H 0.44 1.72 -1.54
H 2.56 -0.82 0.71
H -0.02 -3.35 1.23
H 0.85 -2.71 2.66
C 1.61 1.06 0.23
C -2.50 -0.41 -2.66
C -0.66 -1.27 -1.37
H 1.65 2.78 1.28

=====

31
Properties=species:S:1:pos:R:3 method="wB97M-V/def2-TZVPD" charge=0 smiles=CN1O[C@@]1(c1ccccc1)C(C)(C)C e_lumo_ev=0.8 gap_ev=9.61 e_above_lowest_kcal_mol=139.2
H -3.95 -1.19 -0.77
O 0.29 1.08 -1.88
C 0.94 -1.58 -1.42
C -3.28 -0.62 -0.12
H 1.91 -0.95 1.75
C -1.98 -0.35 -0.56
H -1.57 -0.83 -1.47
H -4.70 -0.35 1.44
C 2.86 -0.02 -0.66
C -1.01 0.38 0.21
C -3.67 -0.10 1.05
C 0.20 0.75 -0.56
H -0.98 1.52 2.05
H 3.42 -0.45 -1.46
C -2.79 0.58 1.84
H -0.09 -1.78 -1.42
H 0.21 -1.36 1.22
C 1.33 -1.30 0.94
H 0.17 3.74 0.09
N 0.75 1.97 -0.90
H 3.48 -0.09 0.24
H 1.66 -2.39 0.79
H 2.66 0.97 -0.93
H 1.15 -1.29 -2.43
H -1.15 3.08 -1.09
H 1.52 -2.62 -1.43
H 0.63 3.73 -1.63
C -0.04 3.25 -0.86
H -3.06 1.03 2.79
C -1.50 0.85 1.40
C 1.52 -0.57 -0.35

=====

31
Properties=species:S:1:pos:R:3 method="wB97M-V/def2-TZVPD" charge=+1 e_lumo_ev="-4.7 / -4.7" gap_ev="7.59 / 7.59" e_above_lowest_kcal_mol=129.8
H 0.04 -1.46 0.39
C 3.84 0.13 -0.81
C 1.78 0.61 0.91
C 0.71 1.27 0.01
H 1.01 1.88 -0.79
C -5.28 -1.14 -0.34
C -0.46 0.44 -0.41
H -4.21 -2.86 -1.04
C 2.64 -0.35 0.07
O -2.95 1.05 1.17
H -1.11 0.95 -1.17
C -0.70 -0.85 -0.11
H 5.85 0.85 -0.47
H 2.21 1.40 1.59
C 5.04 0.49 0.04
H 4.67 1.18 0.78
H 2.84 -1.36 0.57
O -3.01 -1.30 -0.05
H 1.19 0.15 1.81
H 4.27 -0.78 -1.49
H -2.38 1.43 0.46
H 3.59 0.92 -1.50
C -4.18 -1.93 -0.49
C -5.07 0.17 0.25
C -3.86 0.31 0.67
H 5.36 -0.33 0.60
H -6.26 -1.36 -0.71
C -1.78 -1.65 -0.38
H 1.91 -0.77 -0.75
H 0.14 1.93 0.67
H -5.84 0.98 0.53

=====

37
Properties=species:S:1:pos:R:3 method="wB97M-V/def2-TZVPD" charge=+1 e_lumo_ev=-6.9 gap_ev=3.63
H 0.89 -2.94 -2.04
C -4.96 -1.02 0.45
C 2.10 1.35 3.11
C -3.95 -0.36 1.41
H 0.10 0.22 1.99
C 3.00 -0.08 -1.52
C 1.84 0.63 -2.37
H -2.68 -0.47 -2.34
H -5.96 -1.43 0.80
C -0.01 -2.28 -1.77
N -2.66 0.17 1.18
N 0.40 0.39 -2.23
H -0.38 2.49 -0.43
H 1.50 0.51 3.60
C 0.00 -0.96 -2.67
H 3.63 0.74 -1.01
C -2.20 0.12 -0.17
H 2.64 -0.83 -0.74
Yb 1.21 3.98 1.90
H -4.32 -0.28 2.50
C -4.51 -1.10 -1.06
S 3.90 0.97 3.51
H 2.96 1.03 1.06
H -5.15 -1.55 -1.88
H 1.61 2.41 1.16
O -0.33 -1.08 -3.89
H -0.96 -2.86 -2.06
H -0.08 -2.01 -0.66
C 1.93 1.35 1.46
H 3.74 -0.64 -2.21
C 0.82 0.26 1.08
Al -0.30 0.87 -0.51
H 3.97 -0.17 4.30
H 1.88 2.39 3.59
H 1.23 -0.81 0.98
O 2.22 1.48 -3.23
C -3.10 -0.48 -1.27

=====

The records above give, respectively, E values of -522.197006; -522.126769; -576.490116; -651.878117; -651.842212; -597.262852; -617.362552; -2526.798827 Eh.
The records above give, respectively, molar mass values of 175.28; 175.28; 189.28; 205.28; 205.28; 191.27; 193.27; 454.38 Da.